No. 1
DFT (ωB97M-V/def2-TZVPD) results for a cluster of 2 separate species, C3H10O2S in total in a non-equilibrium geometry.

Total charge: 0
Highest occupied orbital energy in eV: -8.77
Structure (SMILES): OCCCS.O
Energy relative to the best compared isomer or geometry (same formula, charge and spin) in eV: 0.909
Molar mass in g mol⁻¹: 110.2

Element x y z (Å)
O: 2.1925 -0.6499 -0.3621
C: 0.9479 -0.8397 -1.0342
C: -0.3959 -0.4838 -0.3320
C: -0.2035 -0.8040 1.1414
S: -1.6618 -0.5633 2.3896
H: 2.2951 -1.5811 -0.1423
H: 0.9106 -1.9410 -1.3199
H: 0.9159 -0.2297 -1.9791
H: -1.1399 -1.2471 -0.6573
H: -0.6236 0.5800 -0.5474
H: 0.1505 -1.8993 1.3018
H: 0.4973 -0.1536 1.6545
H: -2.2423 0.4268 1.6847
O: -0.7692 2.8346 -0.5486
H: -0.5098 3.1853 -1.3716
H: -0.3641 3.3659 0.1225

These are the Mulliken partial charges, in e, on atoms 1 to 8:
1. O -0.496
2. C -0.665
3. C 0.038
4. C -0.833
5. S -0.233
6. H 0.369
7. H 0.321
8. H 0.281


No. 2
DFT (ωB97M-V/def2-TZVPD) results for the molecule C4H8O3.

Total charge: 0
Highest occupied orbital energy in eV: -10.39
Structure (SMILES): COC(=O)CCO
Energy relative to the best compared isomer or geometry (same formula, charge and spin) in eV: 0.967
Molar mass in g mol⁻¹: 104.1

Element x y z (Å)
C: 0.4380 -2.5685 1.1161
O: 0.0900 -1.1881 1.2364
C: 0.0382 -0.5188 0.0728
O: 0.2541 -1.0346 -0.9989
C: -0.3323 0.9292 0.2973
C: -0.4812 1.7235 -0.9978
O: 0.5527 2.6973 -1.0348
H: 1.4252 -2.6803 0.6600
H: 0.4360 -2.9618 2.1324
H: -0.2914 -3.0985 0.4984
H: -1.2409 0.9496 0.9068
H: 0.4570 1.3917 0.9006
H: -0.4069 1.0352 -1.8493
H: -1.4692 2.2077 -1.0366
H: 0.5306 3.1164 -1.9035

These are the Mulliken partial charges, in e, on atoms 1 to 8:
1. C -0.632
2. O -0.308
3. C 0.642
4. O -0.580
5. C -0.531
6. C -0.326
7. O -0.535
8. H 0.287


No. 3
DFT (ωB97M-V/def2-TZVPD) results for a structure of composition C45H43Cl2N3O5P2S2Zr in a non-equilibrium geometry.

Total charge: +2
Highest occupied orbital energy in eV: -12.50
Energy relative to the best compared isomer or geometry (same formula, charge and spin) in eV: 1.224
Molar mass in g mol⁻¹: 994.1

Element x y z (Å)
Zr: 0.0247 -0.0907 0.0285
C: 0.5266 -0.0504 3.5333
N: 1.0423 1.2234 2.9948
P: 2.3231 0.8740 1.8390
C: 3.3084 2.3805 1.7627
C: 3.7957 2.7925 0.5285
C: 4.6450 3.8884 0.4480
C: 5.0004 4.5693 1.6007
C: 4.5112 4.1600 2.8379
C: 3.6707 3.0654 2.9229
C: 3.4129 -0.2781 2.7144
C: 3.6084 -0.2550 4.0962
C: 4.5432 -1.0931 4.6777
C: 5.3040 -1.9482 3.8879
C: 5.1284 -1.9620 2.5137
C: 4.1809 -1.1319 1.9299
P: -0.2025 1.9146 1.9914
C: -1.6015 2.2187 3.0741
C: -2.8435 2.3900 2.4646
C: -3.9502 2.7180 3.2334
C: -3.8164 2.8764 4.6058
C: -2.5783 2.7109 5.2139
C: -1.4663 2.3886 4.4521
C: 0.3905 3.5161 1.4670
C: 0.5653 3.7840 0.1134
C: 0.9757 5.0440 -0.2984
C: 1.2096 6.0334 0.6432
C: 1.0277 5.7720 1.9993
C: 0.6049 4.5231 2.4113
H: 1.2928 -0.5776 4.0932
H: 0.1887 -0.7597 2.7496
H: -0.3305 0.1295 4.1748
H: 3.5038 2.2671 -0.3750
H: 5.0222 4.2107 -0.5132
H: 5.6604 5.4242 1.5400
H: 4.7935 4.6953 3.7346
H: 3.2890 2.7502 3.8855
H: 3.0400 0.4239 4.7206
H: 4.6878 -1.0733 5.7494
H: 6.0396 -2.5945 4.3473
H: 5.7318 -2.6110 1.8924
H: 4.0587 -1.1434 0.8524
H: -2.9519 2.2743 1.3907
H: -4.9133 2.8575 2.7608
H: -4.6771 3.1411 5.2054
H: -2.4766 2.8456 6.2823
H: -0.4974 2.2733 4.9224
H: 0.3859 3.0212 -0.6321
H: 1.1051 5.2470 -1.3530
H: 1.5228 7.0194 0.3269
H: 1.2090 6.5493 2.7291
H: 0.4535 4.3294 3.4669
Cl: -1.5622 -3.3330 0.0726
C: -1.3416 -3.2832 -1.6670
Cl: -0.7060 -1.6967 -2.2461
H: -2.3018 -3.4065 -2.1523
H: -0.6185 -4.0326 -1.9650
O: -0.4499 2.3818 -3.5943
C: -1.7973 2.5283 -3.5953
C: -2.3363 3.2534 -4.6586
C: -3.6963 3.4461 -4.7519
C: -4.5607 2.9202 -3.7885
C: -4.0363 2.2061 -2.7397
C: -2.6513 1.9942 -2.6184
C: -2.1550 1.2258 -1.4788
O: -0.8200 1.1622 -1.3294
N: -2.9493 0.6298 -0.6631
N: -2.2941 -0.0717 0.3707
C: -3.1642 -0.4828 1.2437
S: -2.7086 -1.4318 2.6230
C: -4.2504 -1.1198 3.5242
C: -5.3620 -1.1335 2.4954
S: -4.8498 -0.1228 1.0791
H: -0.1960 1.9121 -2.7845
H: -1.6575 3.6556 -5.3975
H: -4.0942 4.0153 -5.5816
H: -5.6273 3.0731 -3.8679
H: -4.6860 1.7901 -1.9822
H: -4.1691 -0.1578 4.0301
H: -4.3669 -1.9136 4.2601
H: -6.2811 -0.7047 2.8919
H: -5.5639 -2.1468 2.1500
C: 3.1937 -6.2084 1.0976
O: 3.7192 -5.6515 -0.1109
C: 3.3108 -4.4522 -0.5003
C: 3.8987 -3.9729 -1.6922
C: 3.5732 -2.7318 -2.1447
C: 2.6373 -1.9034 -1.4696
C: 2.4609 -0.5510 -1.8940
C: 3.2890 0.0421 -2.9894
O: 1.6413 0.2433 -1.3401
C: 2.0292 -2.4338 -0.2981
O: 1.1343 -1.7234 0.3882
C: 2.3735 -3.6850 0.1905
H: 3.6716 -7.1759 1.2029
H: 2.1134 -6.3371 1.0199
H: 3.4448 -5.5727 1.9479
H: 4.6079 -4.6030 -2.2089
H: 4.0432 -2.3724 -3.0491
H: 4.3500 -0.0144 -2.7427
H: 2.9982 1.0783 -3.1364
H: 3.1425 -0.5027 -3.9234
H: 1.9149 -4.0210 1.1074

These are the Mulliken partial charges, in e, on atoms 1 to 8:
1. Zr -0.307
2. C -0.842
3. N 0.431
4. P 0.581
5. C 0.608
6. C 0.069
7. C -0.679
8. C -0.651